No. 1
Molecular formula: C26H47IrO2Si2
Method: DFT, ωB97M-V/def2-TZVPD

```
78
C26H47IrO2Si2 ωB97M-V/def2-TZVPD
O -0.305 0.740 -5.362
C -0.671 2.066 -5.842
C -0.738 1.616 -7.292
H 0.134 2.780 -5.638
H -1.632 2.410 -5.436
C -0.354 0.233 -6.737
H 0.047 2.056 -7.900
H -1.717 1.688 -7.752
C 0.953 -0.295 -7.291
H 1.752 0.451 -7.229
H 0.781 -0.559 -8.353
H 1.292 -1.185 -6.744
C -1.405 -0.848 -6.843
H -2.402 -0.456 -6.631
H -1.159 -1.642 -6.131
H -1.394 -1.274 -7.852
Ir -0.142 0.297 -0.370
C -2.115 -0.467 0.316
C -2.160 0.964 0.340
C -1.930 1.435 -1.003
H -2.273 1.581 1.223
C -1.784 0.287 -1.861
C -1.878 -0.892 -1.042
H -1.787 -1.916 -1.384
H -2.207 -1.113 1.181
H -1.879 2.469 -1.322
H -1.661 0.328 -2.941
C 0.847 -1.085 0.700
C 0.251 -2.429 0.651
C 0.682 -3.057 -0.523
H -0.283 -2.895 1.484
C 1.544 -2.191 -1.242
C 1.563 -0.877 -0.603
H 2.413 -0.208 -0.681
H 1.357 -0.730 1.592
H 0.416 -4.079 -0.828
H 2.162 -2.473 -2.089
O 2.129 -0.392 -4.780
C 1.138 -0.295 -3.752
C 0.931 1.180 -3.367
H 1.589 -0.833 -2.894
H 0.246 -0.852 -4.059
C 2.107 1.918 -4.026
H 1.011 1.217 -2.261
H -0.045 1.599 -3.615
C 2.941 0.786 -4.628
H 2.661 2.396 -3.215
H 1.847 2.703 -4.747
H 3.735 0.560 -3.898
H 3.404 1.030 -5.590
C 1.999 4.503 1.423
Si 0.501 3.608 0.697
C -1.070 4.193 1.544
C 0.329 4.150 -1.092
C 0.785 1.696 0.937
Si 0.852 1.297 2.851
C -0.499 0.117 3.399
C 2.529 0.534 3.282
C 0.699 2.734 4.087
H 2.360 5.246 0.698
H 2.829 3.819 1.643
H 1.740 5.034 2.347
H -1.227 5.253 1.298
H -1.951 3.639 1.202
H -1.016 4.115 2.632
H 0.369 3.312 -1.800
H -0.621 4.678 -1.252
H 1.132 4.844 -1.375
H 1.862 1.536 0.689
H -0.479 -0.857 2.895
H -0.378 -0.070 4.479
H -1.493 0.558 3.254
H 3.293 0.745 2.524
H 2.874 0.976 4.228
H 2.480 -0.554 3.426
H 1.329 3.603 3.859
H -0.341 3.067 4.200
H 1.028 2.335 5.061
```

## Properties
spin multiplicity	6
gap between HOMO and LUMO (alpha / beta)	6.656 / 5.422	eV
energy relative to the best compared isomer or geometry (same formula, charge and spin)	19.3	kcal per mole
charge	+1
calculated total energy	-50398.244	eV
HOMO level (alpha / beta)	-0.3119 / -0.4331	Ha
E_LUMO (alpha / beta)	-1.829 / -6.363	eV

Mulliken atomic charge list, values in e, 4 entries: -0.09 -0.38 -0.96 0.12

No. 2
Molecular formula: C48H64N7O4P2ReS2Si
Method: DFT, ωB97M-V/def2-TZVPD

```
129
C48H64N7O4P2ReS2Si ωB97M-V/def2-TZVPD
Re 0.537 0.697 0.660
C 2.305 0.360 3.350
C 3.282 0.186 2.180
N 2.844 0.806 0.898
C 3.568 2.045 0.541
C 3.082 3.160 1.418
S 1.262 3.058 1.482
C 1.015 3.035 3.288
C 0.312 1.757 3.684
N 0.887 0.606 2.946
H 2.623 1.181 3.989
H 2.353 -0.536 3.969
H 3.425 -0.875 1.997
H 4.259 0.584 2.461
H 3.088 0.146 0.170
H 3.344 2.272 -0.496
H 4.649 1.907 0.629
H 3.355 4.130 1.007
H 3.456 3.097 2.438
H 0.400 3.893 3.558
H 1.984 3.165 3.760
H -0.737 1.825 3.409
H 0.361 1.602 4.766
H 0.339 -0.193 3.248
C -3.539 1.181 2.661
N -2.319 1.096 1.837
P -1.647 2.288 0.808
C -2.716 2.513 -0.650
C -2.427 3.556 -1.535
C -3.294 3.863 -2.568
C -4.474 3.147 -2.724
C -4.790 2.140 -1.827
C -3.922 1.830 -0.788
C -2.058 3.911 1.590
C -1.210 5.003 1.784
C -1.699 6.209 2.272
C -3.044 6.355 2.560
C -3.913 5.301 2.305
C -3.431 4.106 1.805
P -1.725 -0.363 1.193
C -1.712 -1.549 2.564
C -1.851 -2.909 2.273
C -1.846 -3.845 3.295
C -1.697 -3.440 4.615
C -1.546 -2.094 4.916
C -1.554 -1.152 3.894
C -3.105 -1.031 0.220
C -3.166 -1.028 -1.164
C -4.307 -1.453 -1.829
C -5.413 -1.869 -1.107
C -5.374 -1.869 0.283
C -4.227 -1.466 0.945
H -4.454 1.174 2.068
H -3.506 2.087 3.260
H -3.567 0.331 3.336
H -1.543 4.165 -1.417
H -3.056 4.674 -3.244
H -5.155 3.391 -3.529
H -5.719 1.595 -1.924
H -4.205 1.052 -0.093
H -0.172 4.964 1.503
H -1.022 7.042 2.405
H -3.424 7.292 2.946
H -4.975 5.418 2.470
H -4.148 3.342 1.543
H -1.980 -3.239 1.249
H -1.967 -4.894 3.062
H -1.704 -4.174 5.409
H -1.443 -1.776 5.945
H -1.497 -0.101 4.154
H -2.337 -0.659 -1.734
H -4.333 -1.448 -2.911
H -6.307 -2.197 -1.622
H -6.233 -2.199 0.852
H -4.211 -1.507 2.025
C 3.327 -6.292 -5.165
C 4.015 -5.959 -3.844
S 3.006 -4.840 -2.912
O 2.859 -3.611 -3.663
O 1.817 -5.507 -2.446
C 3.995 -4.460 -1.431
C 3.167 -4.512 -0.157
N 2.416 -3.315 0.354
C 2.234 -2.064 -0.116
N 1.389 -1.365 0.691
C 1.081 -2.206 1.727
C 1.692 -3.386 1.533
N 1.586 -4.510 2.446
O 2.051 -5.578 2.124
O 1.000 -4.259 3.479
C 2.986 -1.469 -1.246
H 3.963 -6.973 -5.727
H 3.170 -5.395 -5.760
H 2.369 -6.779 -4.992
H 4.971 -5.453 -3.993
H 4.151 -6.841 -3.217
H 4.561 -3.552 -1.617
H 4.709 -5.280 -1.340
H 3.800 -4.825 0.666
H 2.411 -5.281 -0.297
H 0.470 -1.946 2.567
H 2.969 -2.086 -2.142
H 4.035 -1.313 -0.971
H 2.536 -0.515 -1.494
C -0.157 -1.967 -2.129
Si 0.095 -0.223 -2.774
C 1.197 -0.418 -4.261
C -1.393 0.692 -3.415
N 0.718 0.852 -1.398
C 1.443 1.970 -1.907
C 1.063 3.278 -1.610
C 1.783 4.370 -2.074
C 2.918 4.179 -2.848
C 3.313 2.884 -3.159
C 2.583 1.795 -2.707
H -0.918 -2.462 -2.738
H -0.463 -2.063 -1.089
H 0.753 -2.541 -2.285
H 0.573 -0.966 -4.976
H 2.087 -1.027 -4.104
H 1.474 0.517 -4.745
H -1.888 0.091 -4.183
H -1.038 1.604 -3.903
H -2.130 0.981 -2.674
H 0.171 3.434 -1.030
H 1.446 5.373 -1.843
H 3.478 5.026 -3.219
H 4.195 2.717 -3.764
H 2.930 0.803 -2.952
```

## Properties
spin multiplicity	2
gap between HOMO and LUMO (alpha / beta)	6.648 / 6.980	eV
charge	+3
calculated total energy	-119667.141	eV
HOMO level (alpha / beta)	-0.5566 / -0.5746	Ha
E_LUMO (alpha / beta)	-8.497 / -8.657	eV

Mulliken atomic charge list, values in e, 4 entries: 2.22 -0.99 -0.84 -0.10

No. 3
Molecular formula: C42H29F3N2O22S
Method: DFT, ωB97M-V/def2-TZVPD

```
99
C42H29F3N2O22S ωB97M-V/def2-TZVPD
C 2.370 -9.541 -0.424
C 2.561 -8.206 -0.894
C 2.294 -6.588 -1.204
C 2.806 -5.399 -0.151
O 3.519 -5.674 1.114
C 2.561 -5.699 2.263
C 2.799 -7.120 3.094
C 2.438 -3.839 -0.563
C 1.596 -3.472 -1.960
C 1.299 -1.838 -2.168
O -0.110 -1.531 -2.441
C -0.969 -1.671 -1.261
F -1.792 -0.414 -1.105
F -1.978 -2.747 -1.565
F -0.266 -1.858 0.026
C 1.079 -4.590 -3.043
N 0.288 -4.427 -4.330
S 0.044 -6.053 -4.965
N 0.876 -6.978 -3.689
C 1.475 -6.123 -2.581
H 2.205 -10.625 0.046
H 1.461 -5.683 1.836
H 2.760 -4.841 3.041
H 1.853 -7.826 3.069
H 2.968 -6.846 4.235
H 3.787 -7.686 2.754
H 2.767 -2.965 0.162
H 1.895 -1.563 -3.166
H 1.796 -1.179 -1.325
C -3.384 4.183 0.433
C -2.673 5.192 0.941
C -1.192 5.108 1.066
O -0.563 6.058 1.519
C -0.533 3.864 0.636
C -1.245 2.854 0.132
C -2.723 2.949 -0.018
O -3.348 2.011 -0.502
O -0.633 1.682 -0.271
O -3.288 6.354 1.370
H -4.461 4.231 0.335
H 0.542 3.810 0.749
H -1.359 1.108 -0.600
H -2.562 6.929 1.693
C -5.035 -6.537 -1.745
C -3.796 -6.091 -1.531
C -2.618 -6.995 -1.648
O -1.490 -6.552 -1.464
C -2.863 -8.407 -1.980
C -4.102 -8.853 -2.191
C -5.277 -7.944 -2.101
O -6.403 -8.379 -2.318
O -4.340 -10.180 -2.501
O -3.561 -4.771 -1.193
H -5.901 -5.891 -1.665
H -1.999 -9.057 -2.045
H -5.313 -10.253 -2.608
H -2.587 -4.697 -1.093
C 3.707 5.223 4.847
C 2.701 5.054 3.987
C 2.951 4.868 2.531
O 2.008 4.695 1.767
C 4.345 4.905 2.061
C 5.351 5.078 2.921
C 5.102 5.236 4.380
O 6.048 5.376 5.148
O 6.663 5.117 2.486
O 1.387 5.043 4.419
H 3.540 5.357 5.909
H 4.512 4.786 0.998
H 7.202 5.251 3.295
H 0.848 4.903 3.610
C -8.147 7.658 -1.355
C -7.784 8.504 -2.321
C -6.378 8.982 -2.444
O -6.071 9.744 -3.353
C -5.402 8.513 -1.448
C -5.766 7.670 -0.480
C -7.165 7.172 -0.374
O -7.465 6.383 0.516
O -4.854 7.228 0.461
O -8.702 8.968 -3.245
H -9.164 7.302 -1.255
H -4.388 8.882 -1.538
H -5.359 6.628 1.052
H -8.195 9.564 -3.839
C 5.167 0.672 1.755
C 4.161 0.502 0.895
C 4.411 0.316 -0.562
O 3.468 0.143 -1.325
C 5.805 0.353 -1.032
C 6.810 0.526 -0.172
C 6.561 0.685 1.287
O 7.507 0.824 2.055
O 8.122 0.565 -0.607
O 2.847 0.491 1.326
H 4.999 0.806 2.816
H 5.971 0.235 -2.095
H 8.662 0.699 0.203
H 2.308 0.351 0.517
```

## Properties
spin multiplicity	1
gap between HOMO and LUMO	6.344	eV
calculated total energy	-111014.711	eV
HOMO level	-0.3102	Ha
E_LUMO	-2.097	eV

Mulliken atomic charge list, values in e, 4 entries: -0.38 -0.44 0.49 0.08

No. 4
Molecular formula: C3H7N2OSe
Method: DFT, ωB97M-V/def2-TZVPD

```
14
C3H7N2OSe ωB97M-V/def2-TZVPD
C 0.384 0.459 -0.345
C 0.096 1.117 -1.639
C -0.683 -1.131 1.209
N -0.752 -0.198 0.257
N 0.425 -1.519 1.756
O 1.452 0.393 0.198
Se 0.219 3.153 -1.591
H 0.852 0.815 -2.364
H -0.900 0.898 -2.015
H -1.631 -1.565 1.524
H -1.668 0.046 -0.100
H 1.548 3.157 -1.024
H 1.300 -1.072 1.462
H 0.446 -2.258 2.445
```

## Properties
spin multiplicity	1
gap between HOMO and LUMO	7.949	eV
energy relative to the best compared isomer or geometry (same formula, charge and spin)	0.0	kcal per mole
charge	+1
calculated total energy	-73591.970	eV
HOMO level	-0.4632	Ha
E_LUMO	-4.657	eV

Mulliken atomic charge list, values in e, 4 entries: 0.84 -1.00 0.06 -0.13